# 1
Molecular formula: C8H18CdO10
Method: DFT, ωB97M-V with the def2-TZVPD basis set

* Kohn-Sham gap: 5.17 eV
* LUMO level: -0.0455 Ha

```
! RIJCOSX wB97M-V def2-TZVPD def2/J DEFGRID3
* xyz 0 1
O 6.75 15.56 4.47
H 1.36 11.37 4.17
H 5.34 16.03 5.21
H 1.81 13.12 1.18
O 5.78 15.26 -0.91
O 4.06 15.22 3.33
H 1.46 16.63 3.57
O 0.97 12.25 4.25
H 0.53 15.99 4.59
H 4.77 12.33 3.41
H 3.61 11.40 3.75
O 1.22 15.78 3.96
H 1.48 14.51 1.72
Cd 2.45 13.84 4.04
H 0.04 12.11 4.05
C 7.36 15.94 0.90
H 3.89 14.89 0.97
H 1.30 13.47 7.31
H 3.18 15.69 8.12
C 4.89 15.17 1.27
C 2.17 15.30 8.00
O 2.94 13.96 6.10
C 5.92 15.38 0.27
H 8.54 15.85 2.81
C 6.52 15.55 3.17
H 5.40 15.72 6.79
H 1.64 15.20 8.95
O 4.84 16.02 6.06
O 8.17 16.46 0.15
H 1.70 16.02 7.34
C 7.57 15.79 2.35
H 4.11 15.37 5.96
H 2.73 13.27 8.12
C 2.30 13.92 7.35
C 5.14 15.38 2.60
O 1.73 13.62 2.00
O 3.83 12.32 3.62
*
```

=====

# 2
Molecular formula: C8H18Cl10NO2PSSi
Method: DFT, ωB97M-V with the def2-TZVPD basis set

* Kohn-Sham gap: 8.13 eV
* LUMO level: 0.0163 Ha

```
! RIJCOSX wB97M-V def2-TZVPD def2/J DEFGRID3
* xyz 0 1
H -5.40 2.45 4.77
Cl 1.44 2.20 5.43
O 1.33 -2.13 0.81
Si 0.48 0.58 -0.52
H -0.29 0.20 1.54
H 1.57 -1.63 1.59
C -2.23 0.95 -0.80
Cl -0.47 -4.17 -6.63
N 0.95 -2.29 -1.72
Cl 1.40 -2.40 -5.24
C 2.47 2.08 4.00
C 3.57 2.60 -4.42
C -5.03 1.70 4.09
C -3.12 1.37 -0.12
H -0.98 1.07 -2.50
H -0.85 -2.86 -4.72
H -1.25 -0.56 -1.90
C -0.02 -3.45 -5.09
H -5.62 0.80 4.14
Cl 5.07 3.09 -5.23
H -3.70 1.75 0.70
H 2.24 2.91 3.34
H 0.22 -4.25 -4.39
H -1.39 -3.50 3.73
H 1.33 -2.04 -2.62
Cl -5.13 2.34 2.44
H 3.73 2.65 -3.35
O 0.07 0.94 1.03
C -1.44 -2.43 3.87
H 2.78 3.27 -4.72
H 1.23 -3.26 -1.56
P 1.78 -1.31 -0.56
Cl 2.20 0.58 3.11
Cl 3.10 0.95 -4.83
Cl -3.36 1.30 4.54
Cl 0.04 -1.89 4.67
H 3.51 2.11 4.31
H 2.82 1.84 -0.66
C -1.09 0.48 -1.59
H -2.28 -2.15 4.50
Cl -1.69 -1.68 2.29
S 1.68 2.16 -1.27
*
```

=====

# 3
Molecular formula: C8H18ClHoIO3PS
Method: DFT, ωB97M-V with the def2-TZVPD basis set

* Kohn-Sham gap (alpha / beta): 8.26 / 8.32 eV
* LUMO level (alpha / beta): -0.2734 / -0.2708 Ha

```
! RIJCOSX wB97M-V def2-TZVPD def2/J DEFGRID3
* xyz 2 5
C -3.44 2.37 -4.83
I -1.68 1.73 -2.13
H 0.53 -1.57 -2.76
S -0.56 1.61 3.47
H -1.81 1.84 5.43
H -4.22 2.31 -5.61
O -3.96 0.15 -3.83
H 0.68 0.72 5.27
H -2.81 2.15 3.97
C 0.41 0.32 4.29
H 2.30 -1.39 -2.99
H 4.09 -1.04 -1.20
O -0.18 -2.74 1.90
H -3.61 3.26 -4.20
H 1.27 0.05 -2.68
H 1.31 0.12 3.70
H -2.44 2.43 -5.31
C -3.43 1.20 -3.93
C 3.43 -0.65 -0.42
H 2.81 -3.33 -1.33
C 2.05 -3.04 -0.58
C 1.42 -1.01 -2.45
O -1.01 0.94 2.14
H 3.43 0.45 -0.43
H 2.44 -3.30 0.42
H 3.79 -0.98 0.57
Cl 1.55 2.19 0.30
C -2.07 1.48 4.43
H -0.20 -0.59 4.39
C -0.22 -1.83 1.20
P 1.73 -1.26 -0.66
Ho -0.29 0.57 0.16
H 1.13 -3.62 -0.76
H -2.43 0.45 4.46
*
```